[1]
# C3H8S2

A single C3H8S2 molecule at a distorted geometry (ωB97M-V/def2-TZVPD, the Open Molecules 2025 dataset).

The geometry in XYZ format:
```
13
Properties=species:S:1:pos:R:3:lowdin_charge:R:1
C -0.816 0.217 2.322 -0.181
C 0.355 -0.155 1.407 -0.593
S 0.259 0.845 -0.144 0.467
S 1.161 -0.540 -1.417 0.444
C 0.345 -0.074 -2.950 -0.504
H -0.838 1.270 2.581 0.065
H -1.763 -0.133 1.922 0.070
H -0.646 -0.345 3.239 0.069
H 0.126 -1.138 1.012 0.037
H 1.320 0.030 1.850 0.062
H 0.122 -0.992 -3.499 0.027
H 0.961 0.576 -3.572 0.028
H -0.585 0.439 -2.751 0.010
```

Computed properties:
energy relative to the best compared isomer or geometry (same formula, charge and spin)	42.60	kJ/mol
gap between HOMO and LUMO	8.597	eV
max |F|	0.04048	Eh/bohr
SMILES	CCSSC

[2]
# C3H8S2

2 unconnected molecules or ions with the total composition C3H8S2 at a distorted geometry (ωB97M-V/def2-TZVPD, the Open Molecules 2025 dataset).

The geometry in XYZ format:
```
13
Properties=species:S:1:pos:R:3:lowdin_charge:R:1
S 1.028 -1.904 2.514 0.187
S -0.673 -0.713 2.856 0.209
H 0.305 -2.618 1.540 -0.165
H -0.440 -0.087 1.619 -0.230
C -1.106 0.558 -1.303 -0.146
C 0.337 0.189 -1.162 -0.237
C 1.120 0.939 -0.288 -0.028
H -1.117 1.580 -1.869 0.109
H -1.576 0.789 -0.322 0.068
H -1.623 -0.189 -1.930 0.066
H 0.821 -0.484 -1.919 0.102
H 2.161 0.736 -0.436 0.035
H 0.764 1.205 0.700 0.030
```

Computed properties:
energy relative to the best compared isomer or geometry (same formula, charge and spin)	202.35	kJ/mol
gap between HOMO and LUMO	9.465	eV
max |F|	0.08331	Eh/bohr
SMILES	C=CC.SS

[3]
# C3H8S3

2 unconnected molecules or ions with the total composition C3H8S3 (ωB97M-V/def2-TZVPD, the Open Molecules 2025 dataset).

The geometry in XYZ format:
```
14
Properties=species:S:1:pos:R:3:lowdin_charge:R:1
C -3.214 0.296 -0.444 -0.074
C -2.026 0.096 0.086 -0.080
C 2.226 0.091 -0.215 -1.425
S 3.155 -1.322 -0.904 0.625
S 2.023 -0.007 1.612 0.607
S 2.908 1.711 -0.666 0.631
H 1.242 0.057 -0.683 -0.010
H -4.089 -0.221 -0.085 0.044
H -3.371 0.983 -1.259 0.044
H -1.877 -0.591 0.903 0.045
H -1.149 0.617 -0.264 0.033
H 4.297 -1.058 -0.277 -0.146
H 1.282 -1.111 1.595 -0.152
H 4.070 1.562 -0.023 -0.142
```

Computed properties:
energy relative to the best compared isomer or geometry (same formula, charge and spin)	104.67	kJ/mol
gap between HOMO and LUMO	9.579	eV
max |F|	0.01220	Eh/bohr
SMILES	SC(S)S.C=C

[4]
# C3H9AuClN2S3

A molecular structure, C3H9AuClN2S3 at a distorted geometry (ωB97M-V/def2-TZVPD, the Open Molecules 2025 dataset).

The geometry in XYZ format:
```
19
Properties=species:S:1:pos:R:3:lowdin_charge:R:1
Au 0.240 0.979 0.273 0.362
S 3.428 -0.209 3.405 0.648
C 2.350 0.217 2.214 -1.914
S 2.762 0.846 0.688 0.658
S 0.661 0.012 2.457 0.534
N -4.927 -0.747 -1.279 0.194
C -4.056 0.465 -1.475 -0.131
C -2.572 0.138 -1.372 -0.311
N -2.071 -0.093 -0.028 -0.036
H -5.927 -0.512 -1.339 0.181
H -4.741 -1.174 -0.363 0.172
H -4.708 -1.436 -2.010 0.178
H -4.327 1.210 -0.728 0.139
H -4.259 0.878 -2.462 0.141
H -2.023 1.016 -1.760 -0.034
H -2.314 -0.717 -1.997 0.133
H -2.052 -1.059 0.265 0.087
H -2.542 0.474 0.665 0.086
Cl -0.345 2.354 -1.532 -0.089
```

Computed properties:
net charge	+1
gap between HOMO and LUMO (spin up / spin down)	5.779 / 5.783	eV
max |F|	0.04317	Eh/bohr

Q: What is the max |F| in the fourth record?
A: 0.04317 Eh/bohr

Please write out number 2 again, unchanged.
# C3H8S2

2 unconnected molecules or ions with the total composition C3H8S2 at a distorted geometry (ωB97M-V/def2-TZVPD, the Open Molecules 2025 dataset).

The geometry in XYZ format:
```
13
Properties=species:S:1:pos:R:3:lowdin_charge:R:1
S 1.028 -1.904 2.514 0.187
S -0.673 -0.713 2.856 0.209
H 0.305 -2.618 1.540 -0.165
H -0.440 -0.087 1.619 -0.230
C -1.106 0.558 -1.303 -0.146
C 0.337 0.189 -1.162 -0.237
C 1.120 0.939 -0.288 -0.028
H -1.117 1.580 -1.869 0.109
H -1.576 0.789 -0.322 0.068
H -1.623 -0.189 -1.930 0.066
H 0.821 -0.484 -1.919 0.102
H 2.161 0.736 -0.436 0.035
H 0.764 1.205 0.700 0.030
```

Computed properties:
energy relative to the best compared isomer or geometry (same formula, charge and spin)	202.35	kJ/mol
gap between HOMO and LUMO	9.465	eV
max |F|	0.08331	Eh/bohr
SMILES	C=CC.SS